Entry 1:
Formula: C31H46GdP2
Source: the OMol25 dataset
Level of theory: ωB97M-V/def2-TZVPD

Geometry as XYZ:
```
80
Properties=species:S:1:pos:R:3:forces:R:3:mulliken_charge:R:1
Gd 0.53560 -1.17885 1.72982 -0.443 1.489 -1.621 0.86
C -1.95439 -1.38408 3.05839 0.114 -0.521 -0.102 0.61
C -1.65302 -2.57201 2.35040 0.611 -0.122 0.289 0.78
C 0.09764 -2.13496 3.80843 -0.969 -0.646 -0.797 0.17
C -0.89488 -1.11841 3.95441 0.230 0.136 -0.394 0.51
C -0.38130 -3.05867 2.79453 -0.826 0.620 0.738 0.41
C -3.24809 -0.63907 2.99286 -0.150 0.196 -0.011 -1.74
H -3.65265 -0.62206 1.97580 0.043 0.070 0.182 0.31
H -3.10938 0.39222 3.32420 -0.113 -0.069 -0.123 0.45
H -4.00888 -1.09562 3.64552 0.253 0.063 -0.169 0.26
C -0.80028 0.07543 4.83407 -0.145 0.044 0.351 -1.31
H -1.79964 0.46424 5.05455 0.243 -0.120 0.202 0.47
H -0.23746 0.87116 4.34293 -0.131 -0.045 0.147 0.11
H -0.27191 -0.17555 5.75931 -0.208 0.147 0.008 0.39
C 1.50039 -1.94728 4.24850 0.446 -0.239 0.477 -1.14
H 1.45247 -1.62258 5.29986 0.543 -0.153 -0.314 0.38
H 2.03354 -1.10907 3.71412 -0.211 -0.422 0.311 0.22
H 2.09332 -2.86182 4.12706 -0.063 0.228 0.352 0.30
C 0.47252 -4.01155 2.02607 -0.044 -0.610 0.105 -1.23
H 0.46221 -4.98355 2.54057 0.390 0.117 -0.391 0.36
H 1.53263 -3.68150 1.95846 -0.156 -0.193 0.123 0.43
H 0.11854 -4.16553 0.99017 -0.002 -0.007 0.427 0.34
C -2.53326 -3.20180 1.32269 -0.343 -0.275 -0.186 -1.49
H -2.85642 -4.20110 1.63955 0.113 0.134 -0.076 0.38
H -2.05448 -3.31149 0.34126 0.005 -0.017 0.091 0.20
H -3.44568 -2.61552 1.17090 0.223 -0.095 0.020 0.40
C -1.47980 1.97153 -0.81714 -0.052 0.101 0.997 -0.72
C -2.58131 1.21592 -0.65710 0.462 0.114 0.908 -0.48
C -2.94394 -0.12159 -1.21298 -0.217 -0.134 -0.633 -0.14
C -2.01511 -0.57959 -2.34578 -1.541 -0.237 0.279 -0.18
C -0.63070 -1.05904 -2.10639 0.823 -0.440 0.630 0.06
C 0.55926 -0.41668 -2.01456 0.212 -0.834 2.049 -1.08
C 0.84857 0.91695 -1.37171 -0.688 1.161 -1.128 0.14
C -0.31239 1.88902 -1.73553 0.482 0.275 -0.152 0.91
H -3.95778 -0.06673 -1.66595 0.403 0.009 0.339 0.49
H -2.04267 0.25346 -3.08045 0.362 -0.695 0.697 -1.03
H -3.03855 -0.87716 -0.40294 0.174 0.417 -0.269 -0.35
H -0.65837 1.53841 -2.76838 0.522 0.517 1.849 -1.83
H -1.38052 2.78840 -0.09057 -0.400 0.000 -0.363 0.39
H -3.27262 1.57085 0.10884 0.085 -0.023 -0.049 0.41
H 0.11407 2.90080 -1.88098 -0.283 -0.387 0.299 0.72
H 1.00010 0.89569 -0.25675 -0.012 -0.264 -0.844 -0.51
H 1.46032 -0.98929 -2.29089 -0.567 -0.100 0.863 0.81
H 1.77982 1.32811 -1.80925 -0.286 -0.185 0.360 0.40
H -2.53494 -1.40631 -2.85407 0.130 0.076 0.133 0.69
H -0.53400 -2.15363 -2.08699 0.015 0.262 -0.967 0.51
P -0.81223 1.15316 -4.52880 -0.677 -0.537 0.152 1.13
C -1.01189 2.94704 -4.69584 0.023 0.200 -0.836 -1.51
C -2.11770 0.35642 -5.53054 0.157 0.525 -1.087 -1.29
P 1.47350 -0.97167 -4.76427 0.401 0.051 -1.902 0.36
C 0.81306 0.72422 -5.15589 -0.126 0.304 -1.101 -1.32
C 0.73184 -1.85668 -6.22600 -0.070 -0.202 0.202 -1.16
C 3.05488 -0.56868 -5.63830 0.140 -0.107 0.222 -1.24
H -0.16183 3.45682 -4.22079 -0.184 -0.195 -0.262 0.40
H -1.91938 3.28195 -4.17165 0.186 -0.204 -0.241 0.36
H -1.06430 3.19417 -5.76262 -0.030 0.459 0.229 0.44
H -2.12719 0.83314 -6.52802 -0.301 -0.537 0.136 0.41
H -3.10057 0.49605 -5.05203 0.415 0.133 -0.116 0.41
H -1.95882 -0.72788 -5.61416 0.075 0.405 -0.020 0.27
H 2.82133 -0.22334 -6.65641 0.281 -0.132 0.268 0.37
H 3.72865 -1.43322 -5.65684 -0.103 0.217 -0.100 0.41
H 3.53171 0.24445 -5.08035 0.143 -0.152 -0.172 0.39
H 1.55287 1.44507 -4.76635 -0.395 -0.114 -0.116 0.60
H 0.74387 0.83358 -6.25315 0.656 0.003 0.142 0.63
H 1.22172 -2.83459 -6.34302 -0.104 0.291 0.015 0.42
H 0.88783 -1.26019 -7.13841 -0.125 -0.235 0.242 0.37
H -0.33661 -2.04305 -6.07939 0.174 0.000 -0.081 0.30
C 1.23610 0.83719 2.44314 1.245 1.806 1.986 -1.08
C 1.75392 1.49788 3.37229 -1.367 -1.714 -3.255 0.65
C 2.42921 2.17305 4.39289 0.462 0.851 1.424 0.32
C 1.83517 3.23163 5.12704 0.679 -0.491 -0.117 -0.44
C 2.50914 3.74739 6.23453 -0.034 0.110 -0.220 -0.53
C 3.76408 3.25915 6.60456 -0.087 -0.428 -0.121 -0.38
C 4.34388 2.21046 5.87700 -0.032 0.302 -0.013 -0.61
C 3.69784 1.68714 4.76472 -0.119 0.143 0.037 -0.30
H 0.88752 3.64642 4.79452 0.080 -0.156 0.182 0.45
H 2.05207 4.55164 6.80804 0.122 -0.134 -0.145 0.38
H 4.28807 3.67683 7.46735 -0.220 -0.142 -0.291 0.38
H 5.31104 1.80859 6.16699 -0.122 0.146 -0.039 0.38
H 4.16462 0.91577 4.14490 -0.178 0.189 0.360 0.40
```
Positions in Å, forces in eV/Å.

As for the expectation value of S²: 16.005. The calculation puts the electronic energy at -72292.88229 eV. As for the frontier orbital gap (alpha / beta): 0.1379 / 0.2216 Ha. The value obtained for the HOMO energy (alpha / beta) is -9.0 / -9.0 eV. The value obtained for the largest force on an atom is 3.92 eV/Å. The calculation puts the lowest unoccupied orbital energy (alpha / beta) at -5.3 / -3.0 eV. Its net charge is +1. The spin multiplicity is 8.


Entry 2:
Formula: C31H46N2O2SbScSe6
Source: the OMol25 dataset
Level of theory: ωB97M-V/def2-TZVPD

Geometry as XYZ:
```
89
Properties=species:S:1:pos:R:3:forces:R:3:mulliken_charge:R:1
Sc -0.17666 0.61317 -0.78102 0.209 -0.338 0.380 -1.24
C 2.04108 0.05222 3.36770 -0.018 -0.003 -0.030 -1.52
C 3.40809 -0.40942 2.86928 0.028 -0.021 -0.003 0.08
C 3.57456 -1.92951 2.98402 -0.020 -0.013 0.013 -1.46
C 3.85445 0.21378 1.54314 0.008 0.034 -0.009 0.00
C 5.20463 0.55833 1.50508 -0.025 -0.002 0.044 -0.57
C 5.74587 1.32501 0.49334 0.025 0.020 -0.027 -1.60
C 4.89642 1.83298 -0.47234 0.011 0.014 0.014 0.18
C 3.54946 1.50526 -0.49202 0.046 0.040 -0.056 0.65
C 2.67646 2.15579 -1.54139 0.112 0.085 0.508 2.51
C 2.57431 3.66531 -1.31018 0.017 0.007 -0.031 -1.79
C 3.11486 1.84443 -2.96329 -0.012 0.005 -0.035 -1.82
C 3.03456 0.59727 0.45537 -0.051 -0.098 0.013 0.12
N 1.72401 0.07800 0.28705 -0.079 -0.100 0.200 0.98
C 1.60027 -1.24141 0.44950 -0.051 0.022 0.077 -0.82
C 0.35923 -1.90220 0.46229 -0.047 0.114 -0.091 -1.04
N -0.80702 -1.26727 0.26810 0.371 -0.100 0.082 2.72
C -2.00023 -2.01567 0.47887 -0.144 0.041 -0.092 -1.31
C -2.46884 -2.28556 1.78360 -0.033 -0.027 -0.022 1.27
C -3.66611 -2.98525 1.93114 -0.052 0.019 -0.023 -1.12
C -4.42249 -3.38585 0.84522 -0.015 0.012 0.040 -1.40
C -3.97439 -3.09229 -0.42837 0.063 -0.037 -0.018 -0.62
C -2.76985 -2.42797 -0.63442 0.050 0.076 0.076 0.54
C -2.27341 -2.23164 -2.04505 -0.052 -0.074 -0.045 2.54
C -3.35425 -1.78983 -3.02604 -0.016 0.053 -0.013 -1.81
C -1.56517 -3.50019 -2.52920 -0.034 0.048 0.026 -1.49
C -1.79471 -1.84848 3.07522 0.009 0.014 0.001 0.43
C -0.55895 -2.67907 3.43773 0.036 0.058 -0.007 -1.22
C -1.52996 -0.34672 3.13417 0.028 -0.001 -0.012 -1.00
H 1.97073 -0.10247 4.44883 -0.001 -0.006 -0.006 0.55
H 1.23589 -0.50792 2.90552 -0.054 0.008 -0.060 0.05
H 1.87149 1.10974 3.15457 0.009 0.000 0.020 0.28
H 4.13167 0.00579 3.57904 -0.001 0.013 -0.006 0.75
H 2.79089 -2.48119 2.46559 -0.003 0.036 -0.022 0.15
H 3.53654 -2.22038 4.03865 0.007 -0.011 -0.004 0.42
H 4.53270 -2.24976 2.57112 -0.001 -0.005 -0.002 0.34
H 5.83784 0.23249 2.32510 -0.004 0.007 -0.002 0.39
H 6.80290 1.56358 0.48699 -0.005 -0.007 -0.011 0.32
H 5.28186 2.49237 -1.24184 0.002 -0.004 0.003 0.37
H 1.67767 1.78247 -1.33623 -0.088 -0.005 -0.496 -0.77
H 3.54649 4.14854 -1.44779 -0.008 -0.008 -0.004 0.34
H 2.21157 3.87798 -0.30344 -0.004 -0.001 -0.001 0.37
H 1.86911 4.09153 -2.02882 0.005 0.000 -0.006 0.39
H 3.99001 2.45187 -3.21754 0.013 -0.017 -0.003 0.48
H 2.31144 2.08238 -3.66205 0.005 0.011 -0.016 0.33
H 3.36844 0.79321 -3.08287 -0.007 0.005 -0.013 0.29
H 2.48774 -1.85868 0.51558 0.017 -0.023 0.027 0.64
H 0.37876 -2.97954 0.58500 0.001 -0.009 0.010 0.37
H -4.01815 -3.19546 2.93525 -0.006 -0.008 0.009 0.37
H -5.35761 -3.91352 0.99325 0.006 -0.006 0.003 0.34
H -4.55535 -3.39957 -1.28960 0.012 -0.006 0.010 0.31
H -1.52169 -1.44929 -2.05406 0.059 0.049 0.095 -1.10
H -4.07117 -2.58595 -3.24852 -0.002 0.003 0.011 0.39
H -2.87737 -1.49650 -3.96260 -0.007 -0.007 -0.012 0.43
H -3.90005 -0.92224 -2.64455 0.000 -0.024 -0.019 0.28
H -2.28416 -4.31308 -2.67799 -0.006 -0.003 0.020 0.32
H -0.81244 -3.83544 -1.81249 -0.007 0.017 -0.019 0.16
H -1.05186 -3.30229 -3.47114 -0.011 -0.018 -0.051 0.41
H -2.53456 -2.06058 3.85377 -0.013 -0.023 0.018 0.57
H 0.29439 -2.44196 2.80335 -0.069 -0.041 0.051 0.07
H -0.76509 -3.74690 3.34066 -0.006 -0.004 0.004 0.38
H -0.26912 -2.47507 4.47230 0.011 0.002 -0.003 0.40
H -0.84359 -0.01525 2.36024 0.047 0.000 0.044 -0.18
H -1.10744 -0.07268 4.10417 -0.003 0.026 -0.006 0.46
H -2.45251 0.22114 2.99298 -0.047 -0.007 0.035 0.28
O -2.36740 0.80458 -0.50789 -0.190 -0.170 -0.050 0.43
C -3.24096 1.93152 -0.51995 -0.157 -0.027 0.069 -1.78
C -2.61533 3.24934 -0.95796 0.079 0.144 0.016 2.77
C -3.81297 4.22488 -0.87934 0.053 0.066 -0.050 -1.45
O -3.49312 5.56159 -1.23874 0.001 0.017 0.033 -0.59
C -1.52482 3.81614 -0.01330 0.029 -0.130 0.089 -1.80
Se -0.36000 2.61657 1.05271 0.010 0.055 -0.322 -0.45
C -2.14208 3.21960 -2.41816 -0.415 0.267 0.199 -1.51
Se -0.79519 1.91640 -2.95610 0.088 0.339 -0.267 0.00
H -2.64322 0.19048 0.18867 0.049 0.093 -0.067 -0.27
H -3.65240 2.04739 0.48679 0.011 0.036 0.024 0.44
H -4.06062 1.70494 -1.21191 -0.037 -0.020 0.035 0.34
H -4.22530 4.19998 0.13967 -0.008 -0.002 -0.009 0.49
H -4.59638 3.91385 -1.57394 -0.009 -0.001 0.002 0.48
H -2.70652 5.81017 -0.73893 -0.010 -0.022 -0.031 0.39
H -2.00203 4.46026 0.73288 -0.005 -0.030 0.025 0.53
H -0.86009 4.44013 -0.61206 0.038 0.005 0.016 0.46
H -1.75540 4.21189 -2.64809 0.010 -0.004 -0.053 0.51
H -3.02089 3.07858 -3.05528 0.029 -0.102 -0.010 0.43
Se 2.56003 -3.48906 -5.18112 0.041 -0.035 -0.105 -0.76
Sb 2.35700 -2.72887 -2.91342 -0.210 0.490 -0.014 0.62
Se 4.38949 -2.28177 -1.56963 0.119 -0.023 -0.034 -0.49
Se 2.05757 -4.50987 -1.23492 0.007 -0.072 0.128 -0.60
Se 0.80852 -0.71927 -2.96793 0.275 -0.659 -0.184 -0.34
```
Positions in Å, forces in eV/Å.

The calculation puts the electronic energy at -459291.87731 eV. For the energy above the lowest of the compared OMol25 structures with the same formula, charge and spin, the calculation gives 3.85 kcal per mole. As for the frontier orbital gap (alpha / beta): 0.2205 / 0.2083 Ha. The value obtained for the HOMO energy (alpha / beta) is -2.2 / -1.9 eV. The value obtained for the largest force on an atom is 0.74 eV/Å. The calculation puts the lowest unoccupied orbital energy (alpha / beta) at 3.8 / 3.8 eV. Its net charge is -2.


> Look up the electronic energy of the first one.

-72292.88229 eV


> Which value of net charge does entry 2 give?

-2


> Which of these has the highest net charge?

C31H46GdP2